23
Properties=species:S:1:pos:R:3 method="wB97M-V/def2-TZVPD" e_above_lowest_ev=1.332 total_charge=+1 e_tot_ha=-366.980561 mol_weight_da=110.18 homo_lumo_gap_ev=12.2 lumo_ev=-2.82
C 2.064 -0.607 -0.429
C 1.002 0.453 -0.409
C 0.064 0.218 -1.584
C -0.408 1.547 -2.143
N 0.257 0.239 0.948
H 2.676 -0.508 -1.404
H 1.785 -1.711 -0.424
H 2.806 -0.628 0.456
H 1.285 1.532 -0.396
H 0.505 -0.430 -2.495
H -0.781 -0.526 -1.329
H -1.336 1.452 -2.778
H -0.615 2.196 -1.313
H 0.357 2.083 -2.726
H -0.018 -0.784 1.147
H 0.773 0.512 1.750
H -0.672 0.660 0.848
H -2.988 0.533 -0.511
H -3.610 -0.308 0.643
O -2.800 0.143 0.372
H -0.395 -1.544 4.468
H 0.218 -2.702 3.727
O -0.167 -1.820 3.581